{
  "formula": "C33H66CaGeNO11P3",
  "method": "ωB97M-V with the def2-TZVPD basis set",
  "lumo_energy_ev": 4.26,
  "spin_multiplicity": 1,
  "orbital_gap_ev": 5.6,
  "charge": -2,
  "homo_energy_ha": -0.0504,
  "fmax_ha_per_bohr": 0.0364,
  "e_above_lowest_kj_mol": 0.0,
  "elements": ["Ca", "O", "C", "O", "C", "C", "C", "C", "C", "N", "C", "O", "O", "H", "H", "H", "H", "C", "C", "C", "O", "P", "O", "C", "P", "O", "O", "C", "C", "C", "O", "C", "C", "C", "O", "C", "C", "C", "H", "H", "H", "H", "H", "H", "H", "H", "H", "H", "H", "H", "H", "H", "H", "H", "H", "H", "H", "H", "H", "H", "H", "H", "H", "H", "H", "H", "H", "H", "C", "C", "P", "C", "C", "C", "C", "H", "H", "H", "H", "H", "H", "H", "H", "H", "H", "H", "H", "H", "H", "H", "C", "Ge", "C", "C", "C", "H", "H", "H", "H", "H", "H", "H", "H", "H", "H", "H", "C", "O", "C", "C", "H", "H", "H", "H", "H", "H"],
  "positions_angstrom": [[0.14267, 1.19941, -0.51300], [-1.60546, -2.20039, -2.60379], [-1.18601, -1.18463, -1.68334], [-0.02246, -0.55076, -2.14177], [-2.35032, -0.23465, -1.44717], [-3.66947, -0.68554, -1.44854], [-4.66722, 0.20241, -1.08060], [-4.34592, 1.51018, -0.73735], [-3.01322, 1.88077, -0.75893], [-2.05691, 1.01950, -1.11009], [-2.54527, 3.28761, -0.35539], [-3.37466, 4.19745, -0.52013], [-1.39029, 3.34441, 0.14299], [-1.73970, -1.74454, -3.44504], [-3.87907, -1.71286, -1.70568], [-5.70048, -0.12780, -1.05704], [-5.08890, 2.24501, -0.45943], [1.41000, -1.92830, 2.89746], [0.07543, -2.61189, 2.64026], [-0.08388, -3.84121, 3.52327], [0.00394, -3.03287, 1.29373], [-0.64127, -1.99927, 0.04292], [-0.53795, -0.67038, 0.78858], [0.70190, -2.69535, -1.03163], [1.70534, -1.25315, -1.50747], [1.92091, -0.01770, -0.65860], [2.24488, -1.22974, -3.03101], [1.66718, -0.64780, -4.20765], [1.05483, -1.75490, -5.03959], [2.78894, 0.08071, -4.92049], [3.16812, -1.96806, -1.02220], [3.59657, -3.20872, -1.52996], [3.90138, -4.14493, -0.36907], [4.82484, -2.99005, -2.40398], [-2.10688, -2.73391, 0.14860], [-2.36949, -4.11480, 0.36215], [-3.41416, -4.20505, 1.45857], [-2.84755, -4.74675, -0.93707], [1.46493, -1.51965, 3.91078], [1.54542, -1.12040, 2.18021], [2.22428, -2.64784, 2.75820], [-0.73084, -1.90599, 2.85766], [0.70110, -4.56590, 3.28568], [-1.05091, -4.32105, 3.35758], [-0.00246, -3.57488, 4.58178], [0.23434, -3.10183, -1.92585], [1.29655, -3.42147, -0.50245], [0.90027, 0.06749, -3.93181], [1.81860, -2.49245, -5.30627], [0.61992, -1.35046, -5.95763], [0.27256, -2.25921, -4.47003], [3.60179, -0.60953, -5.16849], [3.18581, 0.86912, -4.27938], [2.41752, 0.53813, -5.84080], [2.82211, -3.66816, -2.15958], [4.70597, -3.71785, 0.23632], [4.21311, -5.13083, -0.72770], [3.02923, -4.26388, 0.27612], [5.62081, -2.53423, -1.80883], [4.57640, -2.31139, -3.21926], [5.18919, -3.93536, -2.81977], [-1.45654, -4.60878, 0.69633], [-4.30092, -3.63638, 1.16566], [-3.03246, -3.77922, 2.38729], [-3.70341, -5.24546, 1.63509], [-3.86859, -4.42777, -1.16931], [-2.83506, -5.83768, -0.85492], [-2.20556, -4.43793, -1.76154], [-3.93295, 3.80392, 4.08773], [-3.15841, 3.46382, 2.81609], [-2.36036, 1.79849, 2.69502], [-1.45691, 1.79099, 4.32099], [-0.38959, 0.69656, 4.39052], [-3.82118, 0.72887, 3.09877], [-3.54244, -0.75562, 2.84589], [-4.32884, 4.82237, 4.03424], [-3.30378, 3.74386, 4.97904], [-4.78166, 3.13211, 4.23591], [-2.35399, 4.18401, 2.64442], [-3.80405, 3.56339, 1.94081], [-2.15622, 1.70192, 5.15931], [-0.97554, 2.77183, 4.39832], [-0.84225, -0.29342, 4.47289], [0.27252, 0.83193, 5.25073], [0.22087, 0.68822, 3.48634], [-4.62183, 1.06567, 2.43182], [-4.15622, 0.88985, 4.12915], [-3.10835, -0.91619, 1.85744], [-4.45686, -1.35179, 2.91988], [-2.83094, -1.15522, 3.57355], [3.86149, 2.98223, -1.69320], [2.27888, 3.85083, -2.50087], [2.06440, 5.59190, -1.58788], [2.93483, 4.35979, -4.30896], [0.71205, 2.79456, -2.37937], [4.79023, 3.27293, -2.19305], [3.75040, 1.89488, -1.74304], [3.93637, 3.25645, -0.63716], [2.93757, 5.83317, -0.97411], [1.18422, 5.55401, -0.94086], [1.91713, 6.39505, -2.31523], [3.81606, 5.00818, -4.23473], [2.15183, 4.89391, -4.85449], [3.20857, 3.47126, -4.88635], [0.70768, 2.09871, -3.23717], [-0.15478, 3.46031, -2.50546], [0.96893, 4.19699, 1.84030], [1.62044, 2.90414, 1.69445], [2.89224, 2.87079, 1.96856], [3.38118, 1.47374, 1.78860], [1.73434, 4.96484, 1.78181], [0.48520, 4.20511, 2.81666], [0.21900, 4.27376, 1.05750], [3.77749, 1.15773, 2.76029], [4.23295, 1.49924, 1.10307], [2.65669, 0.74930, 1.41421]],
  "atomic_forces_ev_per_a": [[0.1, 1.7, 0.7], [-0.1, 0.0, -0.1], [0.0, 0.2, 0.5], [-0.6, -0.2, 0.5], [0.3, -0.1, -0.2], [-0.1, 0.1, 0.0], [0.0, 0.0, 0.0], [-0.1, -0.1, 0.0], [0.3, 0.0, -0.1], [-0.8, -0.3, -0.2], [0.0, 0.0, 0.1], [0.0, 0.0, 0.1], [-0.1, -0.2, -0.3], [0.0, 0.0, 0.0], [0.0, 0.0, 0.0], [0.0, 0.0, 0.0], [0.0, 0.0, 0.0], [0.1, 0.0, -0.1], [0.0, -0.1, 0.0], [0.0, -0.1, 0.0], [0.1, 0.2, 0.2], [-0.1, 0.0, 0.0], [-0.1, -0.5, -0.4], [0.0, 0.2, 0.2], [0.8, 0.1, 0.1], [0.4, -0.9, -0.4], [-0.3, 0.0, -0.2], [0.1, 0.1, 0.1], [0.0, -0.1, 0.0], [0.1, 0.0, 0.0], [0.0, -0.2, 0.1], [0.0, 0.1, -0.2], [0.0, 0.0, 0.1], [0.1, 0.0, 0.0], [-0.1, -0.2, -0.3], [0.0, 0.1, 0.1], [-0.1, -0.1, 0.0], [0.0, 0.0, 0.0], [0.0, 0.0, 0.0], [0.0, 0.0, 0.0], [0.0, 0.0, 0.0], [0.0, 0.0, 0.0], [0.0, 0.0, 0.0], [0.0, 0.0, 0.0], [0.0, 0.0, 0.0], [0.1, -0.1, 0.0], [0.0, -0.1, 0.0], [0.0, 0.0, 0.1], [0.0, 0.0, 0.0], [0.0, 0.0, 0.0], [0.0, 0.0, 0.0], [0.0, 0.0, 0.0], [0.0, 0.0, 0.0], [0.0, 0.0, 0.0], [-0.1, 0.0, 0.0], [0.0, 0.0, 0.0], [0.0, 0.0, 0.0], [0.0, 0.0, 0.0], [0.0, 0.0, 0.0], [0.0, 0.0, 0.0], [0.0, 0.0, 0.0], [0.1, 0.0, 0.0], [0.0, 0.0, 0.0], [0.0, 0.0, 0.0], [0.0, 0.0, 0.0], [0.0, 0.0, 0.0], [0.0, 0.0, 0.0], [0.0, 0.0, 0.0], [0.0, 0.0, 0.0], [0.0, 0.0, 0.1], [0.0, 0.0, 0.2], [0.1, -0.1, 0.0], [-0.1, 0.0, 0.0], [0.1, -0.1, 0.0], [0.0, 0.0, 0.0], [0.0, 0.0, 0.0], [0.0, 0.0, 0.0], [0.0, 0.0, 0.0], [0.0, 0.0, 0.0], [0.0, 0.0, 0.0], [0.0, 0.1, 0.0], [0.0, 0.0, 0.0], [0.0, 0.0, 0.0], [0.0, 0.0, 0.0], [0.0, 0.0, 0.0], [0.0, 0.0, 0.0], [-0.1, 0.0, 0.0], [0.0, 0.0, 0.0], [0.0, 0.0, 0.0], [0.0, 0.0, 0.0], [0.0, -0.1, 0.1], [0.0, 0.0, 0.1], [-0.1, 0.1, 0.1], [0.1, 0.1, -0.2], [0.1, 0.1, -0.4], [0.0, 0.0, 0.0], [0.0, 0.0, 0.0], [0.0, 0.0, 0.0], [0.0, 0.0, 0.0], [0.0, 0.0, 0.0], [0.0, 0.0, 0.0], [0.0, 0.0, 0.0], [0.0, 0.0, 0.0], [0.0, 0.0, 0.0], [0.0, 0.0, 0.1], [0.0, -0.1, 0.1], [0.0, -0.1, 0.0], [0.0, 0.1, -0.1], [-0.1, 0.0, 0.0], [0.0, -0.1, 0.0], [0.0, 0.0, 0.0], [0.0, 0.0, 0.0], [0.0, 0.0, 0.0], [0.0, 0.0, 0.0], [0.0, 0.0, 0.0], [0.0, 0.0, 0.0]]
}